Density functional theory data (ωB97M-V/def2-TZVPD) for a 9-piece molecular cluster, C39H103B2F8N6O13 overall in a non-equilibrium geometry.

- LUMO (eV) = -6.39
- relative energy (zero: lowest compared OMol25 entry of this formula, charge and spin) (kJ/mol) = 0.00
- HOMO energy (eV) = -13.9
- Kohn-Sham gap (Ha) = 0.2779

ORCA input file:
```
! wB97M-V def2-TZVPD RIJCOSX def2/J DEFGRID3
* xyz 3 1
C -0.558 0.909 0.613
C 0.081 -0.450 0.638
C 1.601 -0.318 0.452
O -0.287 -1.224 1.723
H -1.630 0.800 0.759
H -0.511 1.442 -0.346
H -0.047 1.579 1.309
H -0.258 -0.996 -0.271
H 2.047 -0.091 -0.514
H 2.022 -1.297 0.727
H 1.944 0.376 1.234
C -0.334 6.632 1.753
O 0.915 6.993 1.150
C 0.778 7.889 0.090
C 2.098 7.975 -0.621
N 2.536 6.647 -1.194
H 1.978 6.324 -1.989
H 3.474 6.790 -1.600
C 2.756 5.479 -0.251
C 3.691 4.403 -0.788
O 4.268 3.880 0.330
C 4.951 2.645 0.256
H -0.785 7.521 2.190
H -0.080 5.919 2.535
H -1.024 6.100 1.091
H 0.392 8.877 0.366
H 0.013 7.513 -0.618
H 2.921 8.224 0.051
H 2.140 8.725 -1.408
H 1.770 5.045 -0.113
H 3.013 5.901 0.715
H 4.472 4.741 -1.490
H 3.081 3.670 -1.339
H 5.399 2.531 1.237
H 5.765 2.660 -0.483
H 4.322 1.775 0.044
C 3.986 -2.070 -3.180
O 4.415 -0.876 -2.579
C 3.584 0.217 -2.610
C 3.207 0.624 -4.007
N 4.412 0.775 -4.869
H 5.165 1.226 -4.331
H 4.802 -0.160 -5.067
C 4.196 1.493 -6.185
C 3.181 0.726 -6.971
O 3.527 -0.587 -7.084
C 2.606 -1.285 -7.914
H 4.772 -2.816 -3.100
H 3.745 -2.058 -4.258
H 3.066 -2.461 -2.733
H 4.053 1.043 -2.067
H 2.672 0.059 -2.014
H 2.555 1.495 -4.044
H 2.639 -0.177 -4.488
H 5.186 1.435 -6.634
H 3.923 2.521 -5.985
H 3.145 1.245 -7.941
H 2.181 0.863 -6.538
H 2.739 -1.036 -8.972
H 1.565 -1.013 -7.688
H 2.757 -2.342 -7.736
C -3.834 1.425 -1.146
O -3.225 1.310 -2.434
C -1.831 1.280 -2.309
C -1.338 1.028 -3.709
N -1.904 -0.224 -4.218
H -1.596 -1.139 -3.829
H -2.908 -0.198 -3.966
C -2.010 -0.541 -5.681
C -2.468 -1.948 -5.873
O -3.721 -2.076 -5.294
C -4.383 -3.256 -5.700
H -4.877 1.703 -1.234
H -3.305 2.135 -0.517
H -3.795 0.417 -0.722
H -1.537 0.446 -1.657
H -1.436 2.239 -1.962
H -0.268 1.012 -3.888
H -1.807 1.735 -4.398
H -1.061 -0.369 -6.189
H -2.682 0.204 -6.112
H -1.702 -2.621 -5.463
H -2.523 -2.198 -6.940
H -3.766 -4.136 -5.491
H -4.544 -3.262 -6.787
H -5.343 -3.294 -5.205
C -2.954 -6.834 -0.738
O -1.840 -6.128 -0.235
C -1.496 -4.988 -0.962
C -0.772 -4.003 -0.110
N -1.455 -3.672 1.193
H -1.113 -2.740 1.570
H -2.420 -3.585 0.864
C -1.400 -4.767 2.247
C -1.487 -4.190 3.640
O -2.736 -3.698 4.017
C -3.699 -4.722 4.180
H -3.878 -6.252 -0.604
H -3.024 -7.802 -0.250
H -2.903 -7.070 -1.812
H -2.391 -4.486 -1.366
H -0.885 -5.237 -1.834
H -0.794 -3.030 -0.597
H 0.247 -4.268 0.154
H -0.516 -5.366 2.059
H -2.266 -5.381 2.012
H -0.679 -3.481 3.840
H -1.251 -5.045 4.302
H -3.999 -5.209 3.246
H -4.584 -4.238 4.589
H -3.369 -5.482 4.896
C 1.539 2.549 4.298
O 1.828 1.279 3.761
C 2.882 0.647 4.465
C 3.333 -0.495 3.615
N 2.289 -1.584 3.545
H 1.878 -1.618 4.491
H 1.438 -1.357 2.963
C 2.800 -2.999 3.399
C 2.988 -3.269 1.937
O 3.976 -2.361 1.537
C 4.134 -2.240 0.141
H 0.646 2.942 3.828
H 2.386 3.235 4.354
H 1.265 2.389 5.359
H 2.554 0.401 5.486
H 3.680 1.396 4.524
H 4.292 -0.943 3.843
H 3.355 -0.130 2.589
H 2.053 -3.647 3.861
H 3.674 -3.078 4.039
H 2.046 -3.176 1.394
H 3.412 -4.285 1.908
H 4.747 -3.014 -0.334
H 4.568 -1.266 -0.060
H 3.157 -2.287 -0.363
C -2.571 2.005 7.126
O -2.882 0.954 6.205
C -1.804 0.111 5.867
C -2.340 -0.833 4.807
N -2.681 -0.030 3.636
H -2.741 0.982 3.869
H -1.881 -0.062 2.964
C -3.856 -0.446 2.809
C -5.158 0.064 3.387
O -5.272 -0.462 4.715
C -6.397 0.032 5.398
H -2.441 1.609 8.148
H -3.426 2.674 7.127
H -1.634 2.517 6.888
H -1.536 -0.431 6.784
H -0.929 0.640 5.464
H -3.255 -1.303 5.130
H -1.509 -1.467 4.516
H -3.799 -1.517 2.635
H -3.767 0.086 1.858
H -5.976 -0.410 2.828
H -5.134 1.156 3.440
H -6.298 1.111 5.544
H -6.423 -0.444 6.374
H -7.323 -0.211 4.870
B 0.317 -2.354 -3.068
F 0.593 -1.449 -2.012
F 1.029 -3.560 -2.865
F -1.094 -2.675 -3.085
F 0.637 -1.786 -4.341
B -2.551 3.595 1.531
F -1.429 4.219 0.931
F -2.246 2.845 2.699
F -3.488 4.600 1.869
F -3.115 2.723 0.552
*
```

Density functional theory data (ωB97M-V/def2-TZVPD) for C39H40AsCl2N2OPdSSe as an isolated structure.

- LUMO (spin up / spin down) (eV) = -7.33 / -11.26
- relative energy (zero: lowest compared OMol25 entry of this formula, charge and spin) (kJ/mol) = 0.00
- HOMO energy (spin up / spin down) (eV) = -16.3 / -16.5
- Kohn-Sham gap (spin up / spin down) (Ha) = 0.3309 / 0.1916
- <S²> = 6.041

ORCA input file:
```
! wB97M-V def2-TZVPD RIJCOSX def2/J DEFGRID3
* xyz 3 5
Pd 0.391 -0.102 0.311
Cl -0.690 2.085 0.728
C 0.676 3.097 1.177
C 0.414 4.260 1.828
C 1.497 5.098 2.156
C 2.797 4.766 1.818
C 3.053 3.586 1.141
Cl 4.652 3.196 0.726
C 1.988 2.691 0.801
S 2.330 1.269 -0.034
H -0.599 4.545 2.078
H 1.302 6.026 2.678
H 3.619 5.422 2.070
C -1.802 1.593 -4.338
C -3.203 1.004 -4.186
C -3.957 1.547 -2.975
C -3.360 1.130 -1.636
N -3.414 -0.329 -1.446
C -2.438 -1.217 -1.667
Se -0.636 -0.822 -2.039
N -2.902 -2.461 -1.553
C -2.167 -3.724 -1.775
C -2.474 -4.316 -3.143
C -2.051 -3.428 -4.309
C -2.132 -4.157 -5.646
C -4.250 -2.387 -1.234
C -5.190 -3.388 -0.981
C -6.461 -2.962 -0.678
C -6.796 -1.590 -0.623
C -5.872 -0.605 -0.873
C -4.580 -1.039 -1.179
H -1.347 1.296 -5.282
H -1.111 1.270 -3.545
H -1.826 2.684 -4.305
H -3.158 -0.091 -4.144
H -3.782 1.235 -5.080
H -5.002 1.233 -3.007
H -3.957 2.639 -3.001
H -3.909 1.575 -0.806
H -2.316 1.436 -1.555
H -2.457 -4.397 -0.969
H -1.104 -3.514 -1.656
H -3.544 -4.534 -3.212
H -1.958 -5.278 -3.200
H -1.025 -3.077 -4.145
H -2.692 -2.539 -4.346
H -1.462 -5.017 -5.660
H -1.859 -3.504 -6.472
H -3.144 -4.521 -5.830
H -4.941 -4.439 -1.030
H -7.230 -3.696 -0.481
H -7.812 -1.311 -0.377
H -6.137 0.443 -0.830
O -0.849 -1.851 0.774
As 0.390 -2.718 1.586
C 1.507 -3.569 0.316
C 2.234 -2.808 -0.600
C 3.003 -3.432 -1.568
C 3.053 -4.823 -1.612
C 2.329 -5.582 -0.703
C 1.549 -4.959 0.265
C 1.362 -1.262 2.400
C 2.764 -1.208 2.426
C 3.392 -0.189 3.117
C 2.633 0.781 3.774
C 1.247 0.739 3.744
C 0.598 -0.284 3.059
C -0.219 -3.932 2.880
C -1.588 -4.083 3.075
C -2.024 -4.955 4.062
C -1.101 -5.649 4.833
C 0.265 -5.483 4.631
C 0.719 -4.618 3.650
H 2.244 -1.720 -0.550
H 3.572 -2.845 -2.277
H 3.671 -5.314 -2.351
H 2.373 -6.662 -0.744
H 0.980 -5.555 0.967
H 3.352 -1.968 1.925
H 4.472 -0.153 3.161
H 3.134 1.561 4.334
H 0.668 1.476 4.286
H -0.483 -0.366 3.092
H -2.297 -3.528 2.473
H -3.084 -5.090 4.233
H -1.449 -6.326 5.601
H 0.974 -6.028 5.239
H 1.784 -4.491 3.491
*
```

Density functional theory data (ωB97M-V/def2-TZVPD) for a 12-piece molecular cluster, C12H48N6O12 overall in a non-equilibrium geometry.

- LUMO (eV) = 0.42
- relative energy (zero: lowest compared OMol25 entry of this formula, charge and spin) (kJ/mol) = 0.00
- structure (SMILES) = NC(N)=O.NC(N)=O.NC(N)=O.CO.CO.CO.CO.CO.CO.CO.CO.CO
- HOMO energy (eV) = -9.2
- Kohn-Sham gap (Ha) = 0.3538

ORCA input file:
```
! wB97M-V def2-TZVPD RIJCOSX def2/J DEFGRID3
* xyz 0 1
C 1.934 0.378 4.343
O 1.973 0.179 2.940
H 2.383 1.341 4.598
H 0.910 0.362 4.715
H 2.526 -0.374 4.873
H 1.297 -0.481 2.737
C 3.471 -1.583 0.242
O 3.150 -0.483 -0.608
H 2.803 -1.630 1.102
H 3.354 -2.486 -0.355
H 4.531 -1.512 0.498
H 3.226 0.337 -0.088
C -3.800 2.220 -1.755
O -4.038 3.296 -2.655
H -2.962 1.627 -2.119
H -3.578 2.568 -0.741
H -4.658 1.547 -1.659
H -4.470 3.988 -2.149
C -3.785 -2.267 -2.272
O -3.758 -2.742 -3.611
H -3.574 -1.196 -2.232
H -4.774 -2.488 -1.887
H -3.016 -2.792 -1.695
H -2.975 -2.443 -4.076
C 1.380 -4.538 -0.561
O 0.592 -3.339 -0.525
H 1.911 -4.570 0.388
H 0.721 -5.405 -0.621
H 2.086 -4.515 -1.392
H -0.072 -3.419 -1.217
C 1.638 -2.085 -3.832
O 0.353 -2.534 -3.422
H 1.830 -2.295 -4.886
H 1.829 -1.040 -3.592
H 2.392 -2.638 -3.265
H -0.298 -2.001 -3.886
C -0.558 -0.855 -0.461
O 0.454 -0.603 0.518
H -1.442 -1.280 0.013
H -0.852 0.076 -0.952
H -0.218 -1.561 -1.222
H 1.297 -0.578 0.037
C 3.799 2.899 1.306
O 3.037 1.751 0.979
H 4.425 3.134 0.453
H 3.156 3.750 1.558
H 4.395 2.712 2.206
H 2.549 1.389 1.737
C 0.120 4.185 -0.246
O -0.687 3.332 -1.055
H 0.125 3.820 0.784
H 1.148 4.175 -0.605
H -0.233 5.218 -0.282
H -1.527 3.190 -0.607
C 1.598 1.913 -3.323
O 2.445 1.506 -4.103
N 0.825 3.021 -3.533
N 1.305 1.288 -2.135
H 1.042 3.622 -4.302
H 0.102 3.207 -2.854
H 0.613 1.733 -1.551
H 1.802 0.494 -1.774
C -1.417 -2.181 3.605
O -0.870 -1.248 4.190
N -1.000 -2.727 2.419
N -2.472 -2.833 4.205
H -1.721 -3.266 1.970
H -0.261 -2.333 1.860
H -2.948 -3.624 3.819
H -2.670 -2.512 5.134
C -2.277 1.339 2.199
O -2.975 0.911 1.290
N -2.823 1.797 3.369
N -0.912 1.385 2.143
H -3.816 1.867 3.474
H -2.251 2.156 4.112
H -0.415 1.766 2.926
H -0.417 0.977 1.363
*
```

Density functional theory data (ωB97M-V/def2-TZVPD) for C10H8As3BrF34O2Pt as an isolated structure in a non-equilibrium geometry.

- LUMO (spin up / spin down) (eV) = 3.97 / 3.97
- HOMO energy (spin up / spin down) (eV) = -3.3 / -3.3
- Kohn-Sham gap (spin up / spin down) (Ha) = 0.2664 / 0.2682
- <S²> = 2.005

ORCA input file:
```
! wB97M-V def2-TZVPD RIJCOSX def2/J DEFGRID3
* xyz -2 3
Pt 1.338 0.229 -0.211
As 2.524 2.818 -2.954
F 1.871 4.044 -1.925
F 1.080 2.762 -3.919
F 3.289 1.643 -4.106
F 4.011 2.757 -1.841
F 1.817 1.459 -1.886
F 3.219 4.081 -4.032
As 0.723 -1.852 -3.278
F 2.236 -0.894 -3.681
F -0.317 -0.578 -3.990
F -0.828 -2.747 -2.851
F 1.796 -3.128 -2.582
F 0.721 -1.020 -1.697
F 0.678 -2.701 -4.887
As 1.261 1.882 2.439
F 1.123 3.656 2.723
F -0.456 1.760 2.082
F 1.355 0.098 2.020
F 3.028 2.043 2.657
F 1.025 1.636 4.200
F 1.555 2.132 0.642
Br 3.981 -0.142 -0.263
C 0.199 -4.196 2.376
C 0.682 -4.413 0.917
C 1.824 -3.487 0.555
F 1.366 -2.252 0.397
F 2.764 -3.376 1.471
F 1.032 -5.695 0.730
F -0.316 -4.257 0.035
O -0.643 -3.008 2.501
C -0.992 -2.738 3.914
C -1.830 -1.446 3.924
F -2.366 -1.187 5.092
F -1.149 -0.379 3.447
F -1.721 -3.827 4.376
F 0.088 -2.592 4.672
H 1.110 -4.125 2.970
H -0.296 -5.114 2.694
H 2.305 -3.738 -0.390
H -2.715 -1.634 3.316
C -1.415 2.100 -1.661
C -1.440 3.472 -0.940
C -2.145 4.537 -1.770
F -1.644 4.603 -3.025
F -3.409 4.365 -1.897
F -2.085 3.230 0.183
F -0.207 3.946 -0.634
O -0.838 1.095 -0.820
C -1.732 0.029 -0.436
C -2.969 0.424 0.463
F -3.866 1.159 -0.212
F -3.620 -0.597 0.983
F -2.117 -0.579 -1.541
F -0.914 -0.781 0.181
H -0.810 2.091 -2.568
H -2.431 1.832 -1.950
H -2.035 5.506 -1.284
H -2.692 1.100 1.272
*
```

Copy entry 3 word for word.
Density functional theory data (ωB97M-V/def2-TZVPD) for a 12-piece molecular cluster, C12H48N6O12 overall in a non-equilibrium geometry.

- LUMO (eV) = 0.42
- relative energy (zero: lowest compared OMol25 entry of this formula, charge and spin) (kJ/mol) = 0.00
- structure (SMILES) = NC(N)=O.NC(N)=O.NC(N)=O.CO.CO.CO.CO.CO.CO.CO.CO.CO
- HOMO energy (eV) = -9.2
- Kohn-Sham gap (Ha) = 0.3538

ORCA input file:
```
! wB97M-V def2-TZVPD RIJCOSX def2/J DEFGRID3
* xyz 0 1
C 1.934 0.378 4.343
O 1.973 0.179 2.940
H 2.383 1.341 4.598
H 0.910 0.362 4.715
H 2.526 -0.374 4.873
H 1.297 -0.481 2.737
C 3.471 -1.583 0.242
O 3.150 -0.483 -0.608
H 2.803 -1.630 1.102
H 3.354 -2.486 -0.355
H 4.531 -1.512 0.498
H 3.226 0.337 -0.088
C -3.800 2.220 -1.755
O -4.038 3.296 -2.655
H -2.962 1.627 -2.119
H -3.578 2.568 -0.741
H -4.658 1.547 -1.659
H -4.470 3.988 -2.149
C -3.785 -2.267 -2.272
O -3.758 -2.742 -3.611
H -3.574 -1.196 -2.232
H -4.774 -2.488 -1.887
H -3.016 -2.792 -1.695
H -2.975 -2.443 -4.076
C 1.380 -4.538 -0.561
O 0.592 -3.339 -0.525
H 1.911 -4.570 0.388
H 0.721 -5.405 -0.621
H 2.086 -4.515 -1.392
H -0.072 -3.419 -1.217
C 1.638 -2.085 -3.832
O 0.353 -2.534 -3.422
H 1.830 -2.295 -4.886
H 1.829 -1.040 -3.592
H 2.392 -2.638 -3.265
H -0.298 -2.001 -3.886
C -0.558 -0.855 -0.461
O 0.454 -0.603 0.518
H -1.442 -1.280 0.013
H -0.852 0.076 -0.952
H -0.218 -1.561 -1.222
H 1.297 -0.578 0.037
C 3.799 2.899 1.306
O 3.037 1.751 0.979
H 4.425 3.134 0.453
H 3.156 3.750 1.558
H 4.395 2.712 2.206
H 2.549 1.389 1.737
C 0.120 4.185 -0.246
O -0.687 3.332 -1.055
H 0.125 3.820 0.784
H 1.148 4.175 -0.605
H -0.233 5.218 -0.282
H -1.527 3.190 -0.607
C 1.598 1.913 -3.323
O 2.445 1.506 -4.103
N 0.825 3.021 -3.533
N 1.305 1.288 -2.135
H 1.042 3.622 -4.302
H 0.102 3.207 -2.854
H 0.613 1.733 -1.551
H 1.802 0.494 -1.774
C -1.417 -2.181 3.605
O -0.870 -1.248 4.190
N -1.000 -2.727 2.419
N -2.472 -2.833 4.205
H -1.721 -3.266 1.970
H -0.261 -2.333 1.860
H -2.948 -3.624 3.819
H -2.670 -2.512 5.134
C -2.277 1.339 2.199
O -2.975 0.911 1.290
N -2.823 1.797 3.369
N -0.912 1.385 2.143
H -3.816 1.867 3.474
H -2.251 2.156 4.112
H -0.415 1.766 2.926
H -0.417 0.977 1.363
*
```